Record 1
Here is a structure of composition C61H70F3N3O2PTi from OMol25. Energies are from the ωB97M-V functional and the def2-TZVPD basis.

## Properties
Calculated total energy in Eh: -4171.466220
LUMO energy in eV: -4.532
Charge: +1
HOMO-LUMO gap in eV: 6.38
HOMO energy in eV: -10.91
Multiplicity: 1

Last column: Löwdin charge in e.
Geometry (Å):
Ti (-0.02386, -0.62714, -0.39382)  1.16
P (-0.22361, 2.87127, 0.10484)  1.18
F (-1.40319, -9.56979, -3.03065)  0.15
F (-0.89247, -10.04183, -0.98553)  0.15
F (0.66764, -9.86840, -2.47404)  0.15
O (2.53276, -0.55850, 2.85704)  0.14
O (2.01474, 0.15213, -4.00114)  0.13
N (2.02592, -0.29424, -0.56058)  0.05
N (0.34966, -0.36895, -2.46901)  0.01
N (0.69862, -0.92143, 1.47446)  -0.01
C (-3.00345, 2.25433, -0.45031)  -0.17
C (1.62971, -0.06675, -2.87341)  -0.51
C (0.89567, 4.20628, 2.32241)  -0.09
C (-0.41204, -0.78030, -3.64236)  -0.20
C (-4.78542, -0.41848, -1.78868)  -0.02
C (-4.22753, 2.26294, 3.70752)  -0.05
C (-1.32913, 0.06506, -4.26758)  -0.22
C (-0.88374, 5.52126, 1.12542)  -0.07
C (-5.94714, 1.67902, 2.00630)  -0.04
C (0.94692, -5.94022, -1.27580)  0.00
C (-5.08142, -3.15205, 2.05700)  -0.05
C (-1.86760, 3.06171, -0.72762)  -0.31
C (4.15885, -0.22025, 0.48130)  0.05
C (-1.48919, 3.59108, 2.47220)  -0.11
C (-2.03816, -0.40623, -5.36981)  -0.05
C (0.86273, -7.28909, -1.57742)  0.01
C (0.16078, -1.69603, 2.58226)  -0.19
C (-1.54461, -7.12971, -1.62283)  0.01
C (-3.70306, -0.33816, 2.28011)  0.02
C (2.59207, -0.07448, -1.74316)  -0.17
C (-0.08106, -2.58671, -0.66466)  -0.07
C (-2.94900, -1.90775, -2.37157)  -0.07
C (-1.52424, 1.49661, -3.86346)  -0.04
C (-0.41645, 4.11983, 1.53438)  -0.66
C (-0.62141, -1.06050, 3.54033)  -0.21
C (0.17641, -3.68987, 3.90616)  -0.05
C (-3.04906, 0.95026, 0.33028)  -0.08
C (-4.37706, 3.80158, -1.75862)  -0.04
C (-2.81077, -1.48944, 0.43707)  -0.04
C (-3.24846, -0.52767, -1.78243)  -0.32
C (-3.26323, -1.53330, 1.74993)  -0.16
C (-0.21718, -5.18192, -1.14943)  -0.22
C (0.99948, 3.09687, -2.40966)  -0.10
C (1.33354, 5.15227, -1.08823)  -0.09
C (1.14942, 3.63273, -0.98737)  -0.65
C (-3.61690, -2.84770, 2.41617)  -0.34
C (-0.83658, 0.41110, 3.44515)  -0.04
C (2.46498, 3.08584, -0.40446)  -0.10
C (-4.23749, 2.69876, -0.93534)  -0.05
C (-2.78660, -0.31137, -0.31913)  -0.17
C (-2.03408, 4.16476, -1.57092)  -0.11
C (-0.69100, -3.10433, 4.81106)  -0.07
C (1.07486, -2.86205, -3.78087)  -0.03
C (-1.82071, -1.67403, -5.87320)  -0.07
C (1.72155, -3.61301, 1.95440)  -0.02
C (2.78774, -0.33796, 0.53058)  -0.17
C (-0.83783, -2.46676, -5.30464)  -0.04
C (-3.63751, 0.88871, 1.60513)  -0.12
C (2.01227, -0.59419, 1.76791)  -0.46
C (-3.25312, 4.52455, -2.11421)  -0.05
C (-2.71890, -4.03754, 2.04314)  -0.03
C (0.63297, -2.99646, 2.78896)  -0.20
C (-0.49628, -9.34632, -2.06601)  -0.59
C (-0.09975, -2.02598, -4.21464)  -0.20
C (3.95543, 0.07973, -1.88865)  0.05
C (-1.07350, -1.78382, 4.63516)  -0.04
C (4.75271, -0.00618, -0.75670)  0.02
C (-4.46122, 2.01846, 2.21553)  -0.36
C (-0.38066, -7.87674, -1.75382)  -0.10
C (-0.13644, -3.78456, -0.86884)  -0.06
C (-1.46636, -5.78415, -1.32124)  0.00
H (1.72873, -3.24740, 0.93197)  0.05
H (-5.35837, 4.08779, -2.11366)  0.12
H (-4.25806, 2.94090, 1.67358)  0.11
H (1.30276, 3.21762, 2.54829)  0.08
H (-1.68719, -1.28833, 5.37856)  0.12
H (-5.42748, -4.03457, 2.59606)  0.09
H (-1.52274, 0.75596, 4.21848)  0.09
H (-1.63089, 4.30609, 3.28697)  0.10
H (3.28945, 3.39514, -1.05233)  0.10
H (-0.17055, 6.07706, 0.52846)  0.06
H (-3.32572, 5.38150, -2.77074)  0.12
H (-6.17388, 1.41713, 0.97255)  0.07
H (-2.06559, -4.31036, 2.86605)  0.06
H (0.85122, -3.92364, -3.88956)  0.09
H (-3.32285, -4.91218, 1.79688)  0.08
H (-2.38476, -2.02916, -6.72567)  0.11
H (-1.04806, 6.09103, 2.04430)  0.10
H (-4.87593, 3.07237, 4.04584)  0.09
H (-2.67801, -2.42232, -0.08799)  0.09
H (0.68620, 2.05864, -2.42380)  0.03
H (-3.56754, -2.69084, 3.49645)  0.13
H (1.91114, -5.46870, -1.14020)  0.12
H (2.14190, 5.32786, -1.80383)  0.10
H (-1.21530, 2.64001, 2.90872)  0.04
H (-2.54314, 1.82831, -4.07087)  0.09
H (4.35004, 0.24667, -2.88104)  0.14
H (-2.50797, -7.60122, -1.76406)  0.13
H (-1.83602, 5.49030, 0.59642)  0.08
H (-0.61070, -3.43681, -5.73052)  0.12
H (-3.20193, 2.53902, 3.93539)  0.05
H (-5.17448, -3.35135, 0.98583)  0.09
H (1.62130, -4.69838, 1.93031)  0.09
H (-1.93133, -2.25047, -2.22915)  0.04
H (0.26828, 3.66524, -2.98250)  0.08
H (1.76108, -7.88100, -1.68068)  0.13
H (-5.21012, -1.08329, -1.03179)  0.10
H (-4.48143, 1.38440, 4.30275)  0.08
H (-5.15768, -0.73755, -2.76353)  0.10
H (1.95696, 3.16897, -2.93238)  0.10
H (1.65841, 4.78821, 1.80862)  0.06
H (-2.43877, 3.49105, 1.95406)  0.06
H (0.11696, 0.93150, 3.57452)  0.10
H (-1.22968, 0.69374, 2.47231)  0.04
H (-2.36636, -5.19185, -1.22055)  0.12
H (2.46126, 2.00257, -0.35566)  0.03
H (0.53285, -4.69936, 4.07397)  0.12
H (2.69072, -3.38246, 2.40596)  0.10
H (5.82735, 0.08943, -0.83722)  0.13
H (-5.12798, 2.15981, -0.64892)  0.09
H (-2.76146, 0.24919, -5.84056)  0.12
H (1.37148, -2.68250, -2.75236)  0.05
H (-1.03393, -3.66108, 5.67374)  0.11
H (-4.17817, -0.36194, 3.25509)  0.13
H (-0.84595, 2.13557, -4.43308)  0.10
H (-1.17579, 4.77825, -1.79707)  0.08
H (-6.23585, 0.82866, 2.62793)  0.09
H (-2.06955, -3.82957, 1.19157)  0.05
H (-3.13859, -1.87832, -3.44352)  0.08
H (-6.56988, 2.52783, 2.29164)  0.09
H (-5.74012, -2.31761, 2.30302)  0.08
H (4.71898, -0.28561, 1.40337)  0.14
H (1.92963, -2.63355, -4.42246)  0.10
H (-2.85308, 0.25187, -2.42163)  0.09
H (1.64096, 5.60288, -0.14730)  0.07
H (-1.32339, 1.66274, -2.81104)  0.03
H (2.67138, 3.46058, 0.59580)  0.07
H (-5.15106, 0.58640, -1.61088)  0.05
H (-3.62319, -2.65624, -1.94625)  0.09
H (0.46142, 5.68548, -1.46006)  0.07
H (0.69718, 4.70564, 3.27398)  0.09

---

Record 2
Here is a structure of composition C8H7N5O from OMol25. Energies are from the ωB97M-V functional and the def2-TZVPD basis.

## Properties
Calculated total energy in Eh: -657.899728
LUMO energy in eV: 0.767
Charge: 0
HOMO-LUMO gap in eV: 8.39
HOMO energy in eV: -7.62
Multiplicity: 1

Last column: natural (NBO) charge in e.
Geometry (Å):
O (2.54855, 0.87174, 0.10968)  -0.41
N (1.62100, -1.16435, 0.35212)  -0.49
N (-0.85124, 1.97360, -0.53149)  -0.47
N (0.17350, 0.94670, 1.20108)  -0.22
N (-3.03333, -1.05300, -0.42385)  -0.41
N (-0.01492, 2.18714, 0.61306)  -0.29
C (-2.39054, -1.64660, 0.52722)  0.03
C (3.42817, -0.03760, -0.33904)  0.01
C (-1.29587, -1.04186, 1.21080)  -0.24
C (-2.70380, 0.23406, -0.78739)  -0.05
C (1.52580, 0.12600, 0.42085)  0.59
C (-1.65589, 0.91841, -0.18212)  0.08
C (2.83350, -1.29532, -0.19870)  -0.09
C (-0.92929, 0.18663, 0.78972)  0.12
H (-0.88884, -1.65151, 1.91320)  0.23
H (0.89533, 2.54356, 0.47305)  0.37
H (3.27309, -2.27115, -0.47625)  0.22
H (-3.39387, 0.50214, -1.59771)  0.21
H (-2.85636, -2.66741, 0.65355)  0.20
H (-1.25931, 2.74342, -1.05541)  0.40
H (4.25624, 0.45588, -0.69746)  0.21

---

Record 3
Here is a cluster of 6 separate species, H12O6 in total from OMol25. Energies are from the ωB97M-V functional and the def2-TZVPD basis.

## Properties
Calculated total energy in Eh: -458.608787
LUMO energy in eV: 0.043
Charge: 0
HOMO-LUMO gap in eV: 10.70
HOMO energy in eV: -10.66
Multiplicity: 1

Last column: natural (NBO) charge in e.
Geometry (Å):
O (1.45322, 3.10444, -1.05906)  -0.96
O (0.42022, -1.14456, 2.32694)  -0.94
O (-1.88578, -0.86956, -0.22706)  -0.94
O (-1.46178, 1.89344, -0.58206)  -0.96
O (0.43522, -2.31256, -0.48406)  -0.98
O (1.26822, 0.25444, 0.03794)  -0.99
H (-1.63978, -0.56356, -1.07606)  0.47
H (-0.29178, -1.85856, -0.15806)  0.50
H (0.38122, -2.64956, -1.37506)  0.49
H (0.84722, -1.86156, 1.96394)  0.47
H (-2.84278, -0.96856, -0.29706)  0.49
H (2.33322, 3.38944, -1.09306)  0.46
H (-0.89078, 2.30344, 0.09594)  0.49
H (1.08522, -0.56956, -0.38206)  0.48
H (1.50322, 2.27444, -0.50006)  0.49
H (-0.50178, -1.36956, 2.35994)  0.48
H (-1.49878, 0.95844, -0.51806)  0.46
H (1.28622, -0.01056, 0.96694)  0.49

---

Record 4
Here is a structure of composition C39H50N4O5S2Se2W from OMol25. Energies are from the ωB97M-V functional and the def2-TZVPD basis.

## Properties
Calculated total energy in Eh: -7777.011958
LUMO energy in eV: -6.666
Charge: +2
HOMO-LUMO gap in eV: 5.75
HOMO energy in eV: -12.41
Multiplicity: 1

Last column: Löwdin charge in e.
Geometry (Å):
W (-0.26621, 0.27864, -0.18596)  1.82
Se (-3.20578, -0.47465, -0.03812)  1.06
Se (-1.06474, -1.36778, -2.61399)  1.04
S (2.05984, 2.56029, -3.64241)  0.94
S (2.16777, -2.36758, -1.22257)  1.06
O (1.50122, 0.73090, 0.71074)  -0.15
O (1.42575, -1.07659, -0.98526)  -0.69
O (-0.69251, -1.60565, 0.23569)  -0.43
O (0.20896, 1.09644, -1.60488)  -0.44
O (-1.90608, 1.98894, -0.57366)  -0.20
N (-0.29630, 1.85580, 1.41277)  0.02
N (-0.83947, 0.58074, 1.75983)  -0.11
N (-2.75695, 4.05291, -0.26367)  -0.10
N (-2.19240, 3.32052, -2.40397)  -0.11
C (-1.87658, 4.63012, -2.96724)  -0.03
C (2.37138, 5.14718, -0.29194)  -0.09
C (-2.26045, 3.08567, -1.06444)  -0.47
C (1.08713, 5.45334, 1.76584)  -0.05
C (4.64591, -3.28032, -0.62526)  -0.08
C (5.89829, -3.20646, -0.04095)  -0.05
C (1.66377, 3.16330, 1.09118)  -0.06
C (1.02404, 1.88244, 1.07911)  -0.41
C (-4.69763, 0.74480, -0.15338)  -0.33
C (3.19919, 3.13091, -2.41270)  -0.54
C (3.65472, 4.65412, 0.37738)  -0.13
C (1.09624, 4.04786, 1.97767)  0.01
C (3.08098, 2.62059, -0.99815)  -0.12
C (3.79561, -1.29283, -3.29282)  -0.20
C (2.60239, 3.63677, 0.05046)  -0.21
C (4.89654, 4.75200, -0.42405)  -0.03
C (2.62145, 0.84717, -4.01015)  -0.42
C (-1.46519, -3.48047, 1.47227)  0.01
C (3.76035, -2.22393, -0.44845)  -0.40
C (-1.24558, -3.49083, 3.89377)  -0.05
C (-3.74362, -1.54010, -1.57750)  -0.48
C (5.34532, -1.06244, 0.90592)  -0.05
C (1.52902, 5.92941, 0.57844)  0.01
C (-0.56377, -1.56902, 2.62997)  -0.14
C (-2.61137, 3.91218, 1.18185)  -0.02
C (-0.15576, -0.20629, 2.55180)  -0.02
C (3.50754, 0.17629, -2.96794)  -0.24
C (6.25236, -2.09424, 0.71639)  -0.05
C (2.69034, -2.27761, -2.96094)  -0.30
C (-1.69974, -0.83377, -4.36037)  -0.33
C (-0.67915, -2.23931, 3.85735)  0.00
C (-2.09216, 2.21228, -3.33252)  -0.06
C (-0.92188, -2.20708, 1.42642)  -0.32
C (-2.63717, -2.41296, -2.14192)  -0.47
C (-1.64735, -4.09653, 2.69986)  -0.02
C (4.08222, -1.12514, 0.32739)  -0.06
C (4.11415, 4.05942, -2.71471)  -0.10
C (5.06892, 4.59239, -1.73981)  -0.07
C (-3.76025, 5.01898, -0.71705)  -0.03
H (-1.66136, -1.72005, -4.98671)  0.04
H (-4.61699, 1.36349, -1.04522)  0.04
H (-1.72863, -3.99220, 0.55741)  0.12
H (3.05528, 0.23487, -1.98182)  0.06
H (-3.36046, 6.03213, -0.76434)  0.10
H (3.16534, 0.89705, -4.95331)  0.08
H (-1.00503, 4.52211, -3.61581)  0.09
H (-4.08556, -0.82434, -2.32551)  0.07
H (-1.03681, -0.06731, -4.75547)  0.03
H (4.22238, 4.38108, -3.74441)  0.11
H (-2.69861, 5.03362, -3.56092)  0.10
H (-1.37928, -4.00076, 4.83728)  0.12
H (0.54057, 0.23572, 3.26383)  0.17
H (-4.68116, 1.36713, 0.73666)  0.03
H (-3.18217, 3.06139, 1.56294)  0.09
H (-1.13584, 2.24464, -3.86113)  0.08
H (4.69411, -1.60543, -2.76059)  0.11
H (2.41164, 1.77206, -0.98625)  0.06
H (2.46786, 5.46598, -1.32040)  0.15
H (0.57716, 6.09311, 2.47257)  0.12
H (1.29757, 6.94417, 0.27481)  0.13
H (-2.15281, 1.28057, -2.78567)  0.03
H (6.02947, 4.88854, -2.14749)  0.11
H (4.36924, -4.15379, -1.20591)  0.12
H (7.23597, -2.03965, 1.16345)  0.12
H (-2.90389, 2.26734, -4.06294)  0.11
H (-2.71379, -0.44723, -4.29959)  0.03
H (-2.09688, -5.08078, 2.72659)  0.12
H (-2.30337, -3.16723, -1.43578)  0.05
H (5.61575, -0.20450, 1.50786)  0.11
H (3.00454, -3.30156, -3.17870)  0.10
H (-1.62437, 5.33282, -2.17877)  0.09
H (3.76230, 4.94291, 1.41523)  0.16
H (-4.59098, -2.14258, -1.25263)  0.08
H (4.45494, 0.71724, -2.93244)  0.13
H (3.35719, -0.33431, 0.47849)  0.09
H (4.07595, 2.28696, -0.68302)  0.14
H (1.76410, -2.08998, -3.50556)  0.07
H (-5.61071, 0.15607, -0.16898)  0.04
H (-2.97085, -2.91282, -3.04968)  0.09
H (-4.14775, 4.74037, -1.69181)  0.09
H (4.01094, -1.39056, -4.36091)  0.13
H (0.51542, 3.65874, 2.80506)  0.12
H (-4.59104, 5.01203, -0.01078)  0.10
H (-0.37029, -1.74378, 4.77010)  0.13
H (-1.56774, 3.76301, 1.44786)  0.05
H (1.69210, 0.29124, -4.16665)  0.06
H (6.59926, -4.01982, -0.17341)  0.12
H (5.74784, 5.12169, 0.13659)  0.12
H (-2.97339, 4.82297, 1.65050)  0.10

---

Record 5
Here is a cluster of 2 separate species, C5H11ClSi in total from OMol25. Energies are from the ωB97M-V functional and the def2-TZVPD basis.

## Properties
Calculated total energy in Eh: -946.671153
LUMO energy (alpha / beta) in eV: -0.180 / -0.400
Charge: 0
HOMO-LUMO gap (alpha / beta) in eV: 7.37 / 8.07
HOMO energy (alpha / beta) in eV: -7.55 / -8.47
Multiplicity: 1

Last column: natural (NBO) charge in e.
Geometry (Å):
Cl (-0.07189, 1.53355, 2.87858)  -0.38
Si (-0.54947, 1.02709, 1.04410)  1.30
C (1.86583, -2.12233, -0.06513)  -0.48
C (0.99540, -1.89210, -1.34165)  -0.48
C (0.28941, 2.23175, -0.23661)  -1.12
C (0.39886, -1.87948, -0.03192)  -0.21
C (-2.43927, 1.19144, 0.79149)  -1.13
H (-0.26128, 3.20275, -0.36768)  0.24
H (2.33477, -3.14741, 0.11980)  0.22
H (-2.78599, 2.25564, 0.63312)  0.25
H (1.14317, -1.02098, -1.86735)  0.21
H (1.03911, -2.70817, -2.01162)  0.21
H (-2.49240, 0.69368, -0.15809)  0.23
H (1.33617, 2.41184, 0.01205)  0.24
H (-3.05752, 0.51610, 1.36215)  0.25
H (-0.27320, -2.73610, 0.25626)  0.19
H (0.11171, 1.66814, -1.21305)  0.24
H (2.41658, -1.22542, 0.19555)  0.22

---

Question: What is the formula in the fourth record?
Answer: C39H50N4O5S2Se2W